A molecular structure, C5H7FO3Yb at a distorted geometry, computed with wB97M-V/def2-TZVPD.

Last column: Mulliken spin population.
Element x y z (Å)
1 C 1.23 -0.53 -0.93  0.01
2 H -2.49 -0.19 -0.87  0.00
3 H -3.07 0.68 0.68  -0.01
4 C -2.29 0.10 0.17  0.74
5 H 1.86 -1.22 -1.51  0.01
6 O 2.10 0.08 0.01  0.03
7 F 0.64 -2.36 0.43  0.01
8 O 1.03 2.05 -0.18  0.08
9 O 2.95 1.88 0.93  0.89
10 C -1.24 -0.47 0.94  -0.11
11 C 2.05 1.42 0.26  -0.03
12 H -0.39 -0.22 1.59  0.10
13 H -0.55 -1.73 -1.07  0.01
14 H 0.81 0.19 -1.64  -0.01
15 Yb -1.00 2.41 -0.40  0.10
16 H -1.75 -0.77 1.88  0.11
17 C 0.12 -1.33 -0.29  0.07

total charge = +2
LUMO energy (spin up / spin down) = -8.96 / -12.67 eV
spin multiplicity = 3
HOMO energy (spin up / spin down) = -0.603 / -0.656 Eh
frontier orbital gap (spin up / spin down) = 7.44 / 5.17 eV

A molecular structure, C5H7FS at a distorted geometry, computed with wB97M-V/def2-TZVPD.

Last column: Mulliken charge in e.
Element x y z (Å)
1 H 0.06 1.71 -1.51  0.33
2 C 0.47 -1.00 0.21  -0.25
3 C 0.39 1.35 0.74  -0.78
4 H -0.61 -0.24 2.20  0.36
5 F 1.94 -0.84 0.09  -0.35
6 C -0.29 0.06 1.05  -0.01
7 C 0.71 1.10 -0.89  -0.70
8 C -0.05 -0.21 -0.95  -0.18
9 H 1.36 1.38 1.12  0.30
10 H 0.03 -0.61 -1.95  0.54
11 S -1.73 -0.23 -0.12  -0.22
12 H 1.85 0.96 -1.06  0.31
13 H 0.24 -2.02 0.45  0.33
14 H -0.10 2.30 0.93  0.32

relative energy (zero: lowest compared OMol25 entry of this formula, charge and spin) = 1.6141 eV
LUMO energy = 0.78 eV
spin multiplicity = 1
HOMO energy = -0.338 Eh
frontier orbital gap = 9.99 eV

For the records above, the corresponding calculated total energy values read -1678.1208; -692.6889 Eh.